Entry 1:
86
Properties=species:S:1:pos:R:3:lowdin_charge:R:1 method="wB97M-V/def2-TZVPD" homo_energy_ev="-6.028 / -8.404" gap_ev="5.6185 / 6.8856" energy_ev=-68510.96276 e_above_lowest_ev=0.000 spin_multiplicity=3 charge=0 e_lumo_ha="-0.0150 / -0.0558"
Pt -0.28 0.98 -0.83 0.88
C -3.43 0.79 4.61 -0.10
C -2.21 0.55 4.08 -0.10
C -1.40 -0.71 4.27 -0.19
C -1.48 -1.67 3.09 -0.18
C -2.91 -1.96 2.70 -0.12
C -3.98 -2.01 3.49 -0.10
C -4.12 -1.65 4.95 -0.21
C -4.39 -0.17 5.23 -0.20
C -1.46 1.15 -2.42 -0.34
H -3.75 1.85 4.61 0.11
H -1.58 1.43 3.97 0.07
H -1.70 -1.27 5.16 0.09
H -0.35 -0.41 4.45 0.11
H -0.97 -1.21 2.23 0.08
H -0.92 -2.60 3.31 0.12
H -3.02 -2.26 1.64 0.10
H -4.89 -2.47 3.07 0.11
H -3.20 -1.95 5.47 0.09
H -4.96 -2.24 5.37 0.11
H -5.38 0.13 4.89 0.11
H -4.53 -0.08 6.31 0.12
H -1.80 2.19 -2.34 0.00
H -2.32 0.46 -2.32 0.00
H -0.89 1.01 -3.34 -0.03
P 1.99 1.40 -0.96 0.89
P 0.97 -0.81 -2.40 0.96
C 2.57 -0.24 -0.37 -0.32
C 2.10 -1.28 -1.08 -0.31
C 3.78 2.03 -1.39 -0.32
C 4.90 1.56 -0.69 -0.11
C 6.19 1.99 -1.00 -0.08
C 6.38 2.93 -2.02 -0.08
C 5.27 3.43 -2.71 -0.08
C 3.98 2.98 -2.40 -0.10
C 1.80 1.75 0.82 -0.40
C 0.51 1.30 1.24 -0.27
C -0.12 2.04 2.27 -0.08
C 0.64 2.87 3.06 -0.05
C 2.00 3.08 2.77 -0.04
C 2.54 2.64 1.55 -0.07
C 2.13 -1.45 -3.84 -0.28
C 3.38 -0.83 -4.04 -0.10
C 4.26 -1.30 -5.02 -0.09
C 3.92 -2.38 -5.84 -0.09
C 2.70 -3.02 -5.62 -0.09
C 1.82 -2.56 -4.63 -0.09
C -0.18 -2.22 -2.31 -0.39
C -1.30 -2.16 -3.16 -0.11
C -2.20 -3.22 -3.16 -0.07
C -1.99 -4.31 -2.32 -0.08
C -0.90 -4.35 -1.46 -0.08
C 0.02 -3.31 -1.46 -0.08
H 3.18 -0.22 0.53 0.08
H 2.48 -2.29 -0.98 0.08
H 4.80 0.84 0.11 0.09
H 7.04 1.61 -0.44 0.11
H 7.39 3.25 -2.28 0.10
H 5.41 4.18 -3.49 0.10
H 3.12 3.39 -2.92 0.10
H 0.24 0.21 1.23 0.12
H -1.19 1.85 2.33 0.08
H 0.17 3.38 3.89 0.11
H 2.65 3.60 3.46 0.10
H 3.54 2.90 1.20 0.10
H 3.67 0.02 -3.43 0.09
H 5.23 -0.82 -5.15 0.10
H 4.60 -2.72 -6.63 0.10
H 2.43 -3.88 -6.24 0.10
H 0.88 -3.10 -4.48 0.10
H -1.46 -1.28 -3.79 0.10
H -3.06 -3.19 -3.82 0.11
H -2.69 -5.15 -2.32 0.10
H -0.72 -5.18 -0.77 0.11
H 0.88 -3.35 -0.79 0.09
O -2.00 3.97 0.81 0.05
C -2.65 2.95 0.67 -0.51
C -4.08 2.76 1.15 -0.09
C -4.34 1.30 0.98 -0.10
C -3.06 0.77 0.43 -0.52
O -2.78 -0.43 0.32 -0.01
N -2.19 1.76 0.13 0.01
H -4.23 3.09 2.18 0.12
H -4.72 3.36 0.50 0.12
H -4.65 0.79 1.88 0.11
H -5.12 1.18 0.23 0.12



Entry 2:
86
Properties=species:S:1:pos:R:3:lowdin_charge:R:1 method="wB97M-V/def2-TZVPD" homo_energy_ev="-13.245 / -13.139" gap_ev="4.3235 / 4.1561" energy_ev=-71081.83069 e_above_lowest_ev=0.148 spin_multiplicity=1 charge=+2 e_lumo_ha="-0.3278 / -0.3301"
Sn -1.27 -0.48 2.00 1.31
C 0.47 6.26 1.21 -0.09
C 0.35 5.24 0.36 -0.09
C 1.28 4.80 -0.74 -0.18
C 2.21 3.62 -0.38 -0.14
C 3.20 3.89 0.69 0.06
C 3.44 5.05 1.34 0.06
C 3.02 6.44 0.98 -0.13
C 1.70 6.98 1.63 -0.13
C -0.75 -0.07 4.21 -0.30
H -0.41 6.62 1.76 0.12
H -0.53 4.59 0.45 0.10
H 1.85 5.61 -1.20 0.11
H 0.65 4.47 -1.57 0.11
H 1.57 2.78 -0.08 0.13
H 2.74 3.33 -1.31 0.15
H 3.81 3.02 0.94 0.14
H 4.05 5.01 2.24 0.15
H 2.96 6.59 -0.10 0.12
H 3.80 7.11 1.38 0.14
H 1.79 6.80 2.71 0.12
H 1.64 8.07 1.52 0.13
H -1.78 0.08 4.55 -0.02
H -0.13 0.77 4.50 -0.01
H -0.39 -0.98 4.69 -0.02
P -2.19 -2.10 -1.42 1.06
P 0.32 -3.70 0.02 1.11
C -0.55 -2.22 -2.17 -0.32
C 0.41 -3.05 -1.67 -0.32
C -3.13 -2.88 -2.83 -0.38
C -2.66 -2.93 -4.16 -0.09
C -3.40 -3.59 -5.16 -0.06
C -4.60 -4.22 -4.85 -0.05
C -5.08 -4.18 -3.52 -0.06
C -4.34 -3.53 -2.53 -0.11
C -2.37 -0.30 -1.79 -0.38
C -1.45 0.53 -1.13 -0.21
C -1.65 1.90 -1.09 -0.08
C -2.59 2.48 -1.97 -0.05
C -3.39 1.66 -2.76 -0.05
C -3.33 0.27 -2.64 -0.06
C 0.93 -5.42 -0.49 -0.34
C 0.16 -6.15 -1.41 -0.09
C 0.58 -7.40 -1.87 -0.05
C 1.78 -7.94 -1.41 -0.04
C 2.55 -7.24 -0.48 -0.04
C 2.11 -5.99 0.00 -0.06
C 1.91 -3.02 0.65 -0.41
C 2.08 -3.07 2.05 -0.12
C 3.25 -2.57 2.62 -0.06
C 4.25 -2.02 1.82 -0.05
C 4.07 -1.95 0.43 -0.06
C 2.89 -2.43 -0.15 -0.08
H -0.38 -1.64 -3.09 0.10
H 1.26 -3.39 -2.28 0.10
H -1.73 -2.45 -4.44 0.09
H -3.02 -3.61 -6.18 0.12
H -5.17 -4.75 -5.62 0.12
H -6.02 -4.68 -3.28 0.12
H -4.72 -3.51 -1.51 0.11
H -0.56 0.12 -0.61 0.04
H -1.08 2.50 -0.38 0.08
H -2.67 3.57 -2.01 0.12
H -4.09 2.12 -3.47 0.12
H -3.99 -0.36 -3.23 0.11
H -0.77 -5.72 -1.81 0.11
H -0.02 -7.95 -2.60 0.12
H 2.12 -8.92 -1.78 0.12
H 3.49 -7.66 -0.11 0.12
H 2.73 -5.45 0.71 0.10
H 1.30 -3.50 2.67 0.11
H 3.38 -2.63 3.71 0.12
H 5.17 -1.64 2.27 0.12
H 4.85 -1.53 -0.20 0.11
H 2.77 -2.35 -1.23 0.10
O -2.38 1.53 2.29 -0.25
C -1.72 2.49 2.84 -0.50
C -2.24 3.33 4.04 -0.07
C -1.17 4.38 4.18 -0.10
C -0.02 3.80 3.36 -0.48
O 1.14 4.19 3.50 0.03
N -0.46 2.78 2.51 0.15
H -3.23 3.78 3.92 0.13
H -2.26 2.69 4.94 0.13
H -1.49 5.36 3.79 0.12
H -0.85 4.54 5.21 0.13



Entry 3:
95
Properties=species:S:1:pos:R:3:lowdin_charge:R:1 method="wB97M-V/def2-TZVPD" homo_energy_ev="-13.436 / -13.415" gap_ev="5.7864 / 5.7585" energy_ev=-203010.89129 e_above_lowest_ev=0.631 spin_multiplicity=2 charge=+2 e_lumo_ha="-0.2811 / -0.2814"
Re -0.22 -0.23 -0.43 1.52
C 1.69 3.58 0.20 0.01
C 1.34 2.24 0.37 -0.08
N 0.17 1.76 -0.04 -0.07
C -0.73 2.62 -0.58 -0.25
C -0.45 3.99 -0.80 -0.14
C 0.82 4.45 -0.41 0.05
C -1.46 4.79 -1.39 0.02
C -2.70 4.29 -1.66 0.03
C -3.01 2.92 -1.40 -0.14
C -4.27 2.35 -1.65 0.01
C -4.43 1.00 -1.45 -0.03
C -3.34 0.22 -1.07 -0.08
N -2.14 0.72 -0.79 -0.05
C -2.00 2.07 -0.93 -0.22
H 2.66 3.91 0.55 0.13
H 2.02 1.54 0.82 0.11
H 1.09 5.48 -0.58 0.14
H -1.23 5.83 -1.60 0.13
H -3.46 4.92 -2.10 0.13
H -5.09 2.96 -1.99 0.14
H -5.37 0.52 -1.62 0.13
H -3.45 -0.85 -1.02 0.12
C 1.16 -3.13 1.52 -0.06
C 1.82 -2.30 2.62 -0.34
C 1.58 -3.00 3.97 -0.03
C 1.52 -0.82 2.84 -0.14
C 2.50 -0.19 3.61 -0.06
C 2.33 1.08 4.11 -0.04
C 1.13 1.72 3.90 -0.04
C 0.11 1.16 3.12 -0.14
C -1.19 1.95 3.21 -0.33
C -2.47 1.30 2.69 -0.04
C -1.06 3.36 2.64 -0.04
C 0.35 -0.10 2.51 -0.21
N -0.56 -0.68 1.59 0.00
C -1.43 -1.57 2.13 -0.24
C -1.56 -1.74 3.54 -0.01
C -2.44 -2.65 4.07 -0.04
C -3.20 -3.48 3.25 -0.02
C -3.11 -3.35 1.87 0.03
C -2.27 -2.40 1.35 -0.19
F -2.21 -2.23 0.00 0.03
H 1.70 -4.06 1.44 0.10
H 1.18 -2.63 0.56 0.03
H 0.13 -3.38 1.77 0.07
H 2.91 -2.34 2.43 0.13
H 0.51 -3.04 4.18 0.07
H 2.06 -2.47 4.79 0.09
H 1.96 -4.02 3.94 0.09
H 3.39 -0.74 3.86 0.13
H 3.10 1.54 4.70 0.12
H 0.93 2.65 4.40 0.12
H -1.32 2.07 4.30 0.15
H -2.36 1.00 1.66 0.05
H -3.28 2.03 2.76 0.10
H -2.75 0.44 3.29 0.07
H -1.22 3.36 1.57 0.05
H -0.09 3.80 2.85 0.08
H -1.82 4.00 3.08 0.10
H -0.96 -1.12 4.18 0.13
H -2.54 -2.73 5.14 0.12
H -3.87 -4.21 3.68 0.12
H -3.67 -3.99 1.21 0.13
Br -2.96 1.16 -4.53 0.84
C -1.72 0.24 -5.60 -0.71
C -2.10 -0.22 -6.85 -0.10
C -1.20 -0.93 -7.62 -0.04
C 0.08 -1.17 -7.16 -0.04
C 0.48 -0.69 -5.92 -0.13
C -0.42 0.02 -5.15 -0.63
I 0.23 0.81 -3.29 1.26
H -3.11 -0.03 -7.20 0.11
H -1.50 -1.29 -8.59 0.12
H 0.78 -1.74 -7.76 0.12
H 1.48 -0.88 -5.55 0.11
F 0.78 -4.01 -2.38 0.24
B 0.51 -2.73 -2.61 -1.31
F -0.20 -2.15 -1.41 -0.11
F -0.28 -2.45 -3.68 0.19
F 1.69 -1.96 -2.67 0.01
C 4.58 -0.10 0.55 -0.16
As 3.42 -0.87 -0.82 1.10
C 3.93 -2.73 -1.02 -0.14
C 3.85 0.17 -2.41 -0.19
O 1.88 -0.60 -0.22 -0.62
H 5.55 -0.59 0.54 0.05
H 4.13 -0.22 1.53 0.01
H 4.73 0.97 0.35 0.04
H 5.01 -2.78 -0.91 0.05
H 3.64 -3.09 -2.01 0.05
H 3.44 -3.34 -0.27 0.04
H 4.94 0.12 -2.52 0.06
H 3.55 1.21 -2.28 0.03
H 3.38 -0.26 -3.29 0.02



Entry 4:
102
Properties=species:S:1:pos:R:3:lowdin_charge:R:1 method="wB97M-V/def2-TZVPD" homo_energy_ev="0.466 / 0.420" gap_ev="3.1095 / 3.1560" energy_ev=-160785.88837 spin_multiplicity=3 charge=-2 e_lumo_ha="0.1314 / 0.1314"
Pr -0.40 -0.26 -0.25 0.88
Cl -1.73 -0.94 -3.23 0.73
C -1.30 -2.52 -2.67 -0.68
C -0.47 -2.58 -1.55 -0.24
C -0.12 -3.89 -1.21 -0.70
Cl 1.05 -4.14 0.05 0.72
C -0.62 -5.04 -1.83 -0.71
Cl -0.22 -6.62 -1.25 0.63
C -1.47 -4.90 -2.92 -0.72
Cl -2.11 -6.29 -3.73 0.63
C -1.79 -3.62 -3.37 -0.71
Cl -2.76 -3.42 -4.79 0.63
C -2.20 -3.11 1.47 -0.17
Si -3.51 -1.75 1.54 0.39
C -3.65 -1.17 3.35 -0.17
C -5.16 -2.62 1.11 -0.18
N -3.05 -0.52 0.45 -0.09
C -3.85 0.51 0.13 -0.32
C -5.13 0.83 0.68 -0.04
C -5.88 1.90 0.25 -0.13
C -5.44 2.75 -0.75 -0.14
C -4.18 2.51 -1.31 -0.04
C -3.46 1.44 -0.86 -0.21
F -2.21 1.21 -1.41 -0.14
H -2.27 -3.77 2.33 0.03
H -1.20 -2.65 1.48 -0.02
H -2.31 -3.71 0.56 0.02
H -3.60 -2.01 4.05 0.02
H -4.58 -0.63 3.53 0.01
H -2.81 -0.51 3.58 0.03
H -5.32 -3.48 1.77 0.02
H -5.12 -2.98 0.08 0.02
H -6.02 -1.96 1.20 0.00
H -5.50 0.20 1.49 0.07
H -6.85 2.09 0.71 0.09
H -6.03 3.59 -1.08 0.08
H -3.78 3.15 -2.08 0.10
C 2.48 0.41 3.47 -0.06
C 1.69 -0.78 2.88 -0.59
C 2.67 -1.61 2.06 -0.06
C 0.46 -0.39 2.09 -0.21
C 1.13 -1.67 3.97 -0.17
C 0.90 -1.19 5.27 -0.05
C 0.35 -1.99 6.26 -0.12
C 0.02 -3.32 6.00 -0.14
C 0.23 -3.81 4.71 -0.11
C 0.77 -3.01 3.73 -0.06
H 2.98 0.96 2.67 0.07
H 3.22 0.09 4.22 0.07
H 1.79 1.12 3.93 0.08
H 4.33 -0.83 1.19 0.17
H 2.19 -2.38 1.48 0.05
H 3.46 -2.03 2.70 0.14
H -0.11 0.30 2.73 0.01
H 1.14 -0.16 5.51 0.10
H 0.21 -1.59 7.25 0.09
H -0.40 -3.94 6.78 0.08
H -0.05 -4.83 4.48 0.09
H 0.86 -3.41 2.73 0.06
F -0.85 2.12 0.83 0.02
B -0.48 3.28 1.60 -1.22
F 0.92 3.44 1.53 0.10
F -1.08 4.41 0.96 0.07
F -0.94 3.18 2.90 0.15
O 3.37 -0.73 1.07 0.05
C 3.18 -0.91 -0.36 -0.25
N 2.20 -0.19 -0.97 0.07
C 2.54 -0.14 -2.27 -0.44
O 1.84 0.56 -3.15 -0.28
C 3.78 -0.80 -2.50 -0.11
C 4.59 -1.02 -3.62 -0.04
C 5.79 -1.66 -3.46 -0.14
C 6.21 -2.13 -2.19 -0.14
C 5.44 -1.95 -1.07 -0.06
C 4.21 -1.27 -1.20 -0.14
H 4.25 -0.68 -4.59 0.10
H 6.43 -1.84 -4.32 0.08
H 7.16 -2.64 -2.11 0.08
H 5.77 -2.35 -0.11 0.09
C 0.18 5.02 -3.54 -0.16
N -0.13 4.79 -2.09 -0.08
C 1.15 4.97 -1.29 -0.12
N 2.18 4.11 -1.78 -0.14
C 2.40 4.31 -3.20 -0.18
N 1.19 4.13 -4.00 -0.15
C 0.79 2.71 -4.08 -0.26
P 0.60 1.84 -2.42 0.99
C -0.65 3.40 -1.93 -0.22
C 1.97 2.70 -1.45 -0.24
H 0.51 6.06 -3.66 0.13
H -0.74 4.87 -4.10 0.13
H -0.81 5.47 -1.74 0.17
H 0.93 4.74 -0.25 0.12
H 1.45 6.02 -1.40 0.13
H 3.15 3.59 -3.54 0.14
H 2.78 5.33 -3.37 0.12
H 1.54 2.19 -4.67 0.08
H -0.16 2.66 -4.61 0.09
H -0.99 3.29 -0.91 0.06
H -1.53 3.32 -2.58 0.07
H 2.91 2.17 -1.62 0.09
H 1.73 2.63 -0.38 0.09



Entry 5:
102
Properties=species:S:1:pos:R:3:lowdin_charge:R:1 method="wB97M-V/def2-TZVPD" homo_energy_ev=-5.968 gap_ev=6.9613 energy_ev=-121132.06266 e_above_lowest_ev=1.015 spin_multiplicity=1 charge=-1 e_lumo_ha=0.0365
Ca -0.09 0.56 -2.09 1.42
C -0.46 2.23 -6.84 -0.07
C 0.19 1.62 -5.61 -0.58
O 1.53 1.25 -5.92 -0.05
P -0.60 0.05 -5.12 0.48
O -2.10 0.33 -4.74 -0.13
O -0.61 -0.83 -6.45 -0.09
O 0.14 -0.62 -4.00 -0.37
P 0.26 2.85 -4.19 0.30
O -1.27 2.79 -3.62 -0.16
O 0.63 4.19 -4.66 -0.28
O 1.05 2.09 -3.14 -0.45
H -0.31 1.58 -7.71 0.08
H 0.00 3.20 -7.04 0.08
H -1.53 2.37 -6.69 0.09
H 2.03 1.23 -5.09 0.08
H -2.51 -0.43 -4.23 0.06
H -0.86 -1.75 -6.26 0.09
H -1.77 3.59 -3.81 0.09
O -2.74 -1.85 -3.39 0.00
C -1.87 -1.91 -2.50 -0.63
O -1.58 -1.01 -1.68 -0.15
C -1.06 -3.19 -2.44 -0.09
C 0.21 -3.20 -1.88 0.07
C 0.95 -4.37 -1.92 -0.11
C 0.47 -5.55 -2.46 0.08
C -0.80 -5.50 -2.98 -0.11
C -1.57 -4.35 -3.00 0.08
N -1.36 -6.74 -3.57 -0.35
O -0.65 -7.73 -3.57 0.08
O -2.49 -6.70 -4.01 0.08
N 2.31 -4.39 -1.34 -0.34
O 2.71 -3.38 -0.81 0.09
O 2.95 -5.42 -1.44 0.08
H 0.63 -2.32 -1.40 0.12
H 1.06 -6.45 -2.47 0.13
H -2.55 -4.35 -3.45 0.13
O 1.07 0.28 -0.31 -0.51
P 0.74 1.05 0.98 0.70
C 1.95 2.46 1.23 -0.26
C 3.22 2.21 0.70 -0.07
C 4.24 3.14 0.85 -0.08
C 4.03 4.31 1.55 -0.10
C 2.77 4.57 2.07 -0.08
C 1.74 3.66 1.90 -0.10
C 1.89 0.05 2.12 -0.23
C 2.10 0.43 3.45 -0.08
C 2.95 -0.27 4.28 -0.08
C 3.65 -1.37 3.79 -0.10
C 3.48 -1.74 2.47 -0.09
C 2.60 -1.05 1.65 -0.09
C -0.60 2.24 0.16 -0.24
C -0.18 3.42 -0.46 -0.11
C -1.09 4.37 -0.93 -0.09
C -2.45 4.13 -0.85 -0.11
C -2.89 2.92 -0.33 -0.08
C -1.98 2.00 0.16 -0.10
H 3.40 1.29 0.17 0.11
H 5.21 2.93 0.41 0.10
H 4.83 5.03 1.67 0.09
H 2.59 5.50 2.61 0.10
H 0.75 3.92 2.25 0.08
H 1.58 1.30 3.84 0.10
H 3.07 0.04 5.31 0.10
H 4.33 -1.92 4.44 0.09
H 4.03 -2.59 2.07 0.10
H 2.48 -1.35 0.62 0.08
H 0.87 3.63 -0.58 0.11
H -0.72 5.28 -1.39 0.11
H -3.16 4.87 -1.21 0.10
H -3.95 2.69 -0.30 0.10
H -2.35 1.07 0.58 0.10
C -0.81 2.93 3.77 -0.07
C -1.64 1.83 4.41 -0.36
C -3.09 1.92 3.93 -0.05
C -1.15 0.40 4.27 -0.13
C -1.23 -0.41 5.40 -0.05
C -1.00 -1.77 5.34 -0.08
C -0.76 -2.35 4.11 -0.03
C -0.66 -1.59 2.95 -0.12
C -0.68 -2.27 1.58 -0.34
C 0.06 -3.60 1.53 -0.05
C -2.15 -2.49 1.20 -0.04
C -0.76 -0.20 3.06 -0.21
O -0.60 0.58 1.94 -0.20
H -1.21 3.91 4.05 0.09
H -0.84 2.86 2.69 0.05
H 0.23 2.90 4.11 0.07
H -1.64 2.02 5.49 0.12
H -3.15 1.72 2.86 0.07
H -3.50 2.92 4.10 0.08
H -3.72 1.19 4.45 0.08
H -1.51 0.05 6.34 0.11
H -1.06 -2.38 6.23 0.10
H -0.66 -3.43 4.04 0.10
H -0.23 -1.60 0.85 0.10
H -0.34 -4.32 2.24 0.07
H 1.13 -3.49 1.71 0.07
H -0.08 -4.05 0.54 0.06
H -2.62 -3.15 1.93 0.09
H -2.23 -2.94 0.21 0.07
H -2.70 -1.54 1.19 0.08